Record 1
Entry from the Open Molecules 2025 dataset: a 14-piece molecular cluster, C3H36N2O13 overall (ωB97M-V/def2-TZVPD).

Output
relative energy (zero: lowest compared OMol25 entry of this formula, charge and spin): 724.4 kJ/mol
charge: 0
calculated total energy: -33288.4557 eV

Cartesian coordinates (Å):
1 C 1.63300 0.03194 3.95558
2 C 1.74419 -0.19459 2.34418
3 N 1.51228 1.09616 1.67557
4 C 0.05153 1.52399 1.60096
5 N -0.96479 1.01695 0.54298
6 H 0.72726 0.59496 3.96452
7 H 2.16401 0.88949 4.27736
8 H 1.69853 -0.90552 4.44279
9 H 2.71483 -0.61236 1.97465
10 H 0.86047 -0.98468 2.04973
11 H 1.69709 1.14562 0.77174
12 H 0.08060 2.67467 1.39440
13 H -0.65937 1.32336 2.51338
14 H -0.98086 1.66395 -0.27051
15 H -0.76322 0.14661 0.08770
16 H 0.95998 -1.23559 -3.37050
17 H 0.04249 -0.10095 -3.12596
18 O 0.88270 -0.33330 -3.16717
19 H 0.96585 -3.08645 1.08317
20 H -0.03813 -2.15933 1.83697
21 O 0.55341 -2.93074 1.94602
22 H 1.61426 2.84990 -2.44495
23 H 1.30064 1.59491 -3.01590
24 O 1.29383 2.49394 -3.25013
25 H -2.57786 0.13480 3.01177
26 H -1.86472 -0.17396 4.16941
27 O -2.10490 -0.71663 3.48732
28 H -3.89109 1.76000 -0.85962
29 H -3.49318 3.10500 -1.21003
30 O -3.91587 2.37241 -1.57614
31 H -1.02397 -2.54343 -0.62689
32 H -2.45079 -3.36343 -0.62413
33 O -1.87062 -2.61234 -0.17441
34 H 2.63291 3.76098 1.04665
35 H 1.94178 3.43046 -0.09197
36 O 2.79774 3.83409 0.05748
37 H 0.16857 -4.56941 -1.92131
38 H 1.11283 -4.12960 -0.60158
39 O 0.36494 -3.86937 -1.19516
40 H -1.64147 3.96613 -2.42012
41 H -1.91906 2.31792 -2.43357
42 O -1.31670 3.11820 -2.22004
43 H -2.69930 0.70743 0.19910
44 H -4.01934 -0.06393 0.87767
45 O -3.59105 0.80597 0.75126
46 H 3.56656 -0.80487 -1.58919
47 H 2.07281 -0.30841 -1.68650
48 O 2.84025 -0.38226 -1.16958
49 H 2.43106 -2.24496 -0.91059
50 H 3.20617 -2.85320 0.24898
51 O 2.85780 -3.02849 -0.64460
52 H -2.38365 -0.62390 -3.42221
53 H -2.46476 -2.10103 -2.97202
54 O -1.85568 -1.42711 -3.31657

***

Record 2
Entry from the Open Molecules 2025 dataset: C4H10NO2 as an isolated structure (ωB97M-V/def2-TZVPD).

Output
relative energy (zero: lowest compared OMol25 entry of this formula, charge and spin): 404.1 kJ/mol
charge: -1
calculated total energy: -9893.2569 eV

Cartesian coordinates (Å):
1 C 0.37967 0.21830 0.86660
2 C -0.75977 -0.72126 0.09000
3 C -0.48491 -2.37260 0.01292
4 O -1.31999 -0.27360 -1.04991
5 N 1.41872 0.79609 0.05884
6 C 0.72860 2.07802 -0.45996
7 O -0.60180 2.11716 -0.45780
8 H 0.86392 -0.35853 1.75176
9 H -0.09002 1.14248 1.35184
10 H -1.58635 -0.53297 0.78775
11 H 0.18967 -2.68865 -0.70407
12 H -0.24011 -2.77456 1.01718
13 H -1.48564 -2.78492 -0.09806
14 H -0.97698 1.01119 -0.99743
15 H 1.76091 0.12936 -0.53873
16 H 1.05184 2.09052 -1.53938
17 H 1.15222 2.92398 -0.09155

***

Record 3
Entry from the Open Molecules 2025 dataset: a 14-piece molecular cluster, C4H36NO15 overall (ωB97M-V/def2-TZVPD).

Output
relative energy (zero: lowest compared OMol25 entry of this formula, charge and spin): 220.1 kJ/mol
charge: +1
calculated total energy: -36928.6012 eV

Cartesian coordinates (Å):
1 C -1.22819 -0.84035 4.38589
2 C -0.84746 -0.07785 3.02754
3 C -2.02508 0.34567 2.17637
4 C -1.63856 1.20979 0.99126
5 O -2.37555 1.06598 -0.14095
6 O -0.65983 1.92182 0.96271
7 N 0.29694 -0.87372 2.34897
8 H -2.09586 -0.42979 4.88802
9 H -1.40443 -1.84737 4.11605
10 H -0.38213 -0.92143 5.11993
11 H -0.33909 0.76025 3.53576
12 H -2.57735 -0.61134 1.76573
13 H -2.81508 0.79091 2.81213
14 H -2.05272 1.80201 -0.93702
15 H 1.25758 -0.78056 2.85009
16 H -0.01968 -1.82132 2.24223
17 H 0.54538 -0.64223 1.37498
18 H 2.14158 -1.07909 -0.67372
19 H 1.90344 -2.67105 -0.10957
20 O 1.59695 -1.70620 -0.15803
21 H -0.44344 -3.09089 -1.83046
22 H -0.09040 -1.67685 -1.14762
23 O -0.25161 -2.18139 -2.04285
24 H 1.89427 3.71260 -1.65916
25 H 0.91903 4.86511 -1.61536
26 O 1.22933 4.19121 -2.15731
27 H -1.29992 3.91705 -0.75630
28 H -1.73298 3.34428 -2.27086
29 O -1.67041 3.22841 -1.38165
30 H -2.98733 -0.86922 -3.68457
31 H -2.69924 -2.29701 -3.19983
32 O -3.32876 -1.74861 -3.58323
33 H 1.55869 -4.51522 0.90940
34 H 1.93901 -5.11192 -0.59206
35 O 1.84215 -4.33144 -0.01380
36 H 0.86294 4.88210 0.88069
37 H 0.37347 3.46410 0.67981
38 O 0.78496 4.19062 0.25418
39 H 3.05446 -0.32684 1.19555
40 H 3.69202 0.44938 2.22787
41 O 3.00270 -0.10302 2.11817
42 H 3.32023 0.54776 -1.05725
43 H 4.65998 0.33956 -0.39963
44 O 3.78186 -0.04977 -0.42827
45 H -0.29037 -3.80096 1.47742
46 H 0.09399 -4.58627 2.67189
47 O 0.52192 -3.81933 2.12511
48 H -2.86626 -2.90136 0.23812
49 H -2.26024 -1.96286 -0.82444
50 O -2.02684 -2.63629 -0.21904
51 H 2.18664 1.05586 -3.14375
52 H 1.58835 2.29426 -2.49430
53 O 2.02816 1.50029 -2.32088
54 H -0.24221 1.71764 -4.28438
55 H -0.82652 2.04787 -2.89332
56 O -1.00111 1.50839 -3.68180

***

no.,E_HOMO (eV)
1,-9.1
2,-3.5
3,-12.8